Entry 1:
48
Properties=species:S:1:pos:R:3:forces:R:3 method="wB97M-V/def2-TZVPD" largest_force_ev_per_a=3.2 gap_ev=10.1 smiles=CCO.CCO.CO.CO.CO.CO.CO relative_energy_kj_mol=400.3 energy_ev=-24181.062
H 0.5511 -0.1118 -4.3282 0.3 -0.9 0.8
H -1.5959 0.4382 -3.3542 -0.5 -0.9 1.1
O 0.9671 1.1052 -2.5922 0.4 -0.3 -1.3
C -0.1669 -1.5228 -0.3712 0.7 0.4 -0.2
H 0.6911 3.8842 0.2668 1.1 1.3 0.1
H -2.1889 -0.5847 3.1738 -0.1 -0.3 -0.2
O -3.4509 2.7752 -1.2442 0.6 -1.0 0.1
C -3.2759 1.4672 -0.6582 2.2 1.6 0.1
H -2.1629 1.0482 3.6618 -0.1 0.4 -0.1
H 2.7911 -1.5288 1.8458 0.0 -0.2 0.7
H -4.1539 0.9922 -0.4622 -3.1 -0.7 0.4
H 1.0351 1.3972 -4.6872 -0.4 0.8 0.8
H 3.9011 -0.7428 -1.2942 -0.3 -0.3 0.4
H -0.1779 0.6542 2.8758 -0.3 -0.2 -0.8
O -0.3359 -0.0828 -0.5212 0.8 -1.8 -1.6
H 0.4901 -2.9508 4.3858 0.5 0.6 0.4
H 2.4611 -3.7248 2.9828 0.6 0.1 0.8
H 0.4671 2.2052 0.4668 -0.1 -0.2 0.8
O 2.1591 -1.6878 2.5728 0.6 1.2 0.0
C 0.4641 -3.0817 3.3188 -1.7 -1.7 -1.0
H 2.7101 -2.0608 -0.8662 0.8 -0.1 0.1
C 0.4411 0.8842 -3.9112 -0.5 0.0 -0.2
O -0.5669 2.9882 -1.0542 -1.6 0.7 -0.2
H -2.8119 1.6352 0.3278 0.3 -0.5 -0.4
H 0.1301 -2.0108 -1.3622 -0.8 1.0 1.2
H 0.0981 2.8162 -1.7142 0.7 -0.4 -0.2
H 1.7311 -3.3778 1.5688 -0.9 -0.3 -1.1
C 1.7571 -3.0098 2.5718 -0.1 0.0 0.5
O -0.8309 0.5723 2.1518 0.8 0.4 0.3
H 0.6181 -1.8248 0.3488 -0.2 0.6 -0.2
H -1.3129 2.1363 -3.5962 -0.1 0.6 0.4
H -0.3809 0.3502 0.3228 -0.2 0.1 1.1
C -0.0439 3.1322 0.2368 0.2 -0.7 -0.5
O 3.9631 -1.3927 0.7148 -1.4 0.5 -0.4
H -2.9399 0.6333 2.1128 0.8 0.0 0.1
H -0.3589 -2.4808 2.8768 0.7 0.0 0.2
C -1.0609 1.1472 -3.9172 0.5 0.6 -2.2
H 2.4691 -0.5258 -0.3162 -1.2 1.7 0.5
H -1.4789 1.0392 -4.9402 0.4 0.1 0.3
C 3.2611 -1.1717 -0.4992 0.2 -0.9 -1.2
H -0.8289 3.4312 0.9258 -0.1 -0.5 0.0
H 0.1131 -4.1228 3.2098 -0.1 0.1 0.1
H -2.7419 0.7142 -1.2542 0.5 0.7 0.0
H 0.4851 0.5192 -1.9822 -0.1 0.2 0.3
C -2.0779 0.4232 2.7728 -1.1 -0.4 0.9
H -2.5349 3.1222 -1.2402 -0.5 -0.1 -0.2
H 4.8111 -1.6258 0.4328 2.2 -0.7 0.0
H -1.0879 -1.8908 0.0418 -0.5 -0.6 -0.2

Entry 2:
28
Properties=species:S:1:pos:R:3:forces:R:3 method="wB97M-V/def2-TZVPD" largest_force_ev_per_a=5.0 gap_ev=8.9 smiles="CC1=C[C@](C)([N+](=O)[O-])C(C)(C)C=C1" relative_energy_kj_mol=538.3 energy_ev=-16193.513
C 1.5130 0.9676 -0.0700 1.6 0.7 -1.7
H 3.0074 2.6144 0.2357 -0.4 0.5 -0.1
H 3.5804 1.0525 0.3966 0.8 -0.6 -0.5
H 3.1720 1.7417 -1.3434 0.1 -0.4 1.6
C -0.2720 0.2569 1.3431 -1.3 -0.6 0.6
C 0.4947 -1.9019 -0.7010 1.0 1.9 0.4
N -1.0491 -0.7004 -2.2552 1.8 2.1 1.1
H -2.5638 -1.4657 -0.3561 -0.2 -0.4 0.9
C 2.9371 1.6406 -0.2352 -2.1 -0.1 -0.5
C -2.0970 -1.2097 0.6158 -3.2 1.7 -2.4
C 0.9165 0.8136 1.2650 0.0 -0.6 -0.4
H -0.1560 -2.6113 -1.0589 -1.8 -2.2 0.2
H -2.3388 1.0319 -1.1376 -1.4 -0.6 -1.9
C 0.9364 0.4618 -1.1997 -1.4 0.1 4.8
H 1.3367 1.0620 2.2142 0.9 0.6 0.1
C -1.1163 -0.1822 0.2316 0.5 2.6 -3.1
O -0.8728 0.2224 -3.0531 -1.3 -1.6 -0.4
H -1.0446 1.8552 -0.4556 0.0 0.5 0.3
H -0.9101 0.0929 2.1990 0.8 0.5 1.1
O -1.8065 -1.6364 -2.2727 -0.3 0.1 -1.3
C -0.2000 -0.5231 -1.0115 1.4 -2.0 1.2
H -2.5435 1.4320 0.5639 1.0 0.1 -1.1
H 0.7564 -1.8959 0.3838 -0.3 -0.5 -1.0
H 1.2597 0.7186 -2.1236 1.1 0.3 -2.7
H -2.9385 -0.8993 1.2794 0.9 0.2 -0.3
C -1.8148 1.1263 -0.2560 -0.2 0.2 3.4
H 1.3851 -2.1136 -1.2898 0.3 0.6 0.0
H -1.6518 -2.0243 0.9861 1.6 -3.3 1.5

Entry 3:
121
Properties=species:S:1:pos:R:3:forces:R:3 method="wB97M-V/def2-TZVPD" largest_force_ev_per_a=0.8 gap_ev=5.4 charge=-2 relative_energy_kj_mol=0.0 energy_ev=-354378.000
H -2.6824 0.0594 7.0804 0.1 0.0 -0.1
H -1.3637 2.9509 -4.1976 0.0 0.0 0.0
C 5.7563 -1.6203 -2.7471 0.1 0.0 0.0
H 2.9258 2.1267 -0.3885 0.0 0.0 0.0
C 2.2364 2.9642 -0.4071 0.1 0.1 -0.2
C -3.6014 4.5869 3.3329 0.0 0.0 0.0
C -5.2972 0.7782 2.6075 0.2 0.1 0.1
C 4.5295 -3.4345 -4.8598 0.0 0.0 0.0
H -6.4652 -1.5170 0.8871 0.0 0.0 0.1
C -3.0631 -0.3697 6.1469 -0.1 -0.2 -0.2
C 2.5568 4.3311 -0.3846 0.1 -0.1 0.0
C -4.3741 5.7418 3.3587 0.0 0.0 0.0
N -0.9459 -3.6267 -2.0603 0.1 0.1 0.1
H 3.8096 -1.0870 -6.1516 0.0 0.0 0.0
H -5.6829 -2.9255 3.9412 0.0 0.1 0.0
C 4.4008 -1.9166 -2.8634 -0.2 0.1 -0.1
C 0.3385 4.0024 -0.4259 0.4 0.0 -0.1
H -3.8941 -4.5410 1.9056 0.0 0.0 0.0
H -1.0139 -1.6943 -2.9513 -0.1 0.0 0.0
H -5.4065 7.2054 2.1748 0.0 0.0 0.0
H 5.2734 -0.7752 -5.2070 0.0 0.0 0.0
H 4.1197 -3.6505 -5.8504 0.0 0.0 0.0
C 3.8547 -2.1819 -4.2810 0.0 0.0 0.0
H -2.6728 3.0911 2.1005 0.0 0.1 0.0
C -1.5779 1.7205 4.6125 -0.1 -0.1 -0.2
H -5.3599 -2.8851 1.0844 0.0 0.1 0.0
C 8.1975 0.1774 -2.5430 0.0 0.0 0.0
C 7.8752 -0.9493 -1.5515 0.1 0.0 0.0
C 5.5839 -1.1143 -0.4293 0.0 0.0 0.0
H -0.2818 -1.8543 5.7594 0.0 0.1 0.0
C 1.3324 4.9983 -0.3950 -0.2 0.0 0.0
H -4.8189 6.1464 0.0257 0.0 0.0 0.0
H -4.0389 3.0308 -0.5495 0.0 0.0 0.0
O 0.5375 1.0629 1.7465 0.2 0.2 0.2
Si -4.6959 -1.0303 2.6279 -0.5 0.1 -0.2
C 2.0596 -3.5764 -1.4017 0.1 0.0 0.8
O 2.3332 -2.2710 -1.5928 -0.1 0.0 -0.6
H -1.3383 5.3141 -0.2846 0.1 0.1 0.0
H 5.9784 -0.7808 0.5198 0.0 0.0 0.0
H 1.7927 -1.5355 -3.9326 0.0 -0.1 0.0
H 1.9864 -3.2926 -3.9301 0.0 0.0 0.1
H -0.1189 -5.0130 3.3165 -0.1 0.0 0.0
N -2.8869 -2.6936 -2.7883 0.0 0.1 0.0
H -4.8658 1.3156 1.7569 0.0 0.0 0.0
Br 3.1685 -1.2905 1.0495 0.1 0.0 -0.1
C -1.9656 -4.5154 -1.8649 0.0 0.1 0.0
S 3.1364 -4.7485 -1.0674 -0.1 0.2 -0.3
H 1.1574 6.0661 -0.3719 0.0 0.0 0.0
H -4.1441 -4.3539 -2.2980 0.0 0.0 0.0
H 0.1706 -0.2145 6.2599 -0.1 0.0 0.0
H -2.4712 -4.2920 0.8979 0.0 0.0 0.0
Rb -0.6267 -0.3463 -0.2417 -0.1 -0.1 -0.5
H -1.5354 2.0586 3.5721 0.0 0.0 0.1
C -1.0693 4.2529 -0.3990 -0.3 -0.1 0.0
H -2.5673 -5.1585 4.9873 0.0 0.0 -0.1
H -3.9168 -4.0198 4.8356 0.1 0.0 0.0
C -4.8082 6.3008 2.1669 0.0 0.0 0.0
C -5.4163 -1.7924 1.0414 0.2 -0.1 0.0
H -0.6570 2.0407 5.1105 0.0 0.0 0.0
C 2.3345 -2.3675 -4.3833 0.1 0.0 0.1
H 8.1882 -1.3113 0.5724 0.0 0.0 0.0
C 8.3723 -0.5290 -0.1676 0.0 0.0 0.0
C 6.3746 -1.2350 -1.5619 0.0 0.0 -0.1
H -4.8482 -1.4869 0.1576 0.0 0.0 0.0
C 4.1984 -0.9495 -5.1394 0.0 0.0 0.0
C 8.6288 -2.2249 -1.9635 0.0 0.0 0.0
Si -1.8310 -0.1835 4.7009 0.2 0.3 0.4
H -6.3873 0.8535 2.5332 0.0 -0.1 0.0
C 4.2441 -1.4447 -0.5031 -0.1 0.1 0.3
H 8.3711 -2.5316 -2.9786 0.0 0.0 0.0
H -4.9853 1.3087 3.5153 0.0 0.0 -0.1
C -1.5669 -2.5647 -2.6094 -0.1 -0.2 -0.1
H -2.4625 -3.5460 5.7172 0.0 -0.1 0.0
H -5.4044 -1.5400 4.9976 -0.1 0.0 0.0
H 5.6114 -3.3110 -4.9545 0.0 0.0 0.0
C -1.4214 2.0957 -3.5390 -0.2 0.1 0.1
H 0.1952 -3.5670 4.2909 0.0 0.0 -0.1
H -2.5000 -5.6253 2.0635 0.0 0.0 0.1
C 3.6592 -1.8766 -1.6804 0.1 -0.2 0.1
H 3.5462 4.7663 -0.3579 0.0 0.0 0.0
Ge -2.2994 -1.1330 2.5543 -0.4 -0.2 0.6
H 0.5898 -0.8069 4.6402 0.0 0.0 0.1
H 0.3366 -3.4927 2.5333 0.0 0.0 0.0
H 9.2726 0.3807 -2.5484 0.0 0.0 0.0
C -3.3659 3.8774 -0.3971 0.1 0.0 0.1
H 0.9679 -3.7027 -1.4000 -0.1 -0.1 -0.3
H -1.4580 2.3913 -2.4949 0.0 0.0 0.1
H -4.6359 6.2036 4.3033 0.0 0.0 0.0
C -2.7997 -4.5844 1.9002 0.0 0.2 -0.1
H 7.6730 1.0942 -2.2640 0.0 0.0 0.0
H -3.2599 4.1344 4.2551 0.0 0.0 0.0
H 8.3749 -3.0471 -1.2908 0.0 0.0 0.0
H 0.6338 1.7336 1.0274 0.1 0.1 0.0
H 3.7316 -0.0586 -4.7131 0.0 0.0 0.0
Br -3.0407 1.1278 -3.9501 0.1 0.0 0.1
H -4.0073 0.1292 5.9023 0.0 0.0 0.0
H 9.4491 -0.3496 -0.2088 0.0 0.0 0.0
H 0.4130 1.5714 2.5527 -0.1 -0.1 0.0
C -4.4772 5.7046 0.9555 0.0 -0.1 0.1
C -3.2725 3.9939 2.1236 0.0 0.0 0.0
H -2.4112 2.2459 5.0899 0.0 -0.1 0.0
H -1.7880 -5.4869 -1.4234 0.0 0.0 0.0
H 9.7088 -2.0560 -1.9196 0.0 0.0 0.0
C -0.1828 -0.8184 5.4176 0.0 -0.2 -0.2
C -0.2436 -3.9258 3.3545 0.0 0.2 0.0
C -3.1428 -3.9444 -2.3081 0.0 0.0 0.0
H 6.3635 -1.7006 -3.6402 0.0 0.1 0.0
N -1.9960 3.3700 -0.4706 0.1 -0.2 -0.1
N 0.9120 2.7526 -0.4554 -0.2 0.0 0.3
H 4.3400 -4.2919 -4.2128 0.0 0.0 0.0
C -2.8257 -4.1031 4.8465 -0.1 0.3 0.1
C -5.7521 -1.8345 4.0026 0.3 -0.1 0.1
H -3.5599 4.5908 -1.2090 0.0 0.0 0.0
Br 0.1491 1.0332 -3.8165 0.2 -0.1 0.0
H -3.2894 -1.4267 6.3220 0.0 0.1 0.0
Si -2.0803 -3.4278 3.2204 0.1 -0.5 0.0
H -6.8068 -1.5558 3.9072 0.0 0.0 -0.1
H 2.0628 -2.4064 -5.4408 0.0 0.0 0.0
H 7.8977 -0.0844 -3.5591 0.0 0.0 0.0
H 7.8882 0.3906 0.1686 0.0 0.0 0.0
C -3.7119 4.5435 0.9209 0.0 0.0 -0.1

The records above yield HOMO energy values of -9.573 -8.517 -2.047 eV, respectively.